13
Properties=species:S:1:pos:R:3:nbo_charge:R:1 method="wB97M-V/def2-TZVPD" charge=0 lumo_energy_ev=0.93 homo_ev=-9.16
C 1.104 1.061 1.339 -0.48
C 0.280 0.069 1.027 -0.01
N -1.115 0.229 0.820 -0.85
H 2.158 0.886 1.505 0.21
H 0.809 2.099 1.446 0.19
H 0.635 -0.950 0.989 0.22
H -1.622 -0.523 1.269 0.38
H -1.476 1.052 1.276 0.38
O 0.402 -1.827 -1.325 -0.61
C 0.111 -1.010 -2.146 0.65
O -0.867 -0.123 -2.029 -0.70
H 0.685 -0.897 -3.076 0.11
H -1.105 -0.067 -1.095 0.51

13
Properties=species:S:1:pos:R:3:nbo_charge:R:1 method="wB97M-V/def2-TZVPD" charge=0 lumo_energy_ev=0.63 homo_ev=-8.13
C 1.921 -0.157 -0.044 -0.42
N 0.516 -0.124 -0.440 -0.71
C -0.437 0.607 0.559 0.61
O 0.007 1.351 1.391 -0.55
C -1.614 -0.230 0.433 -0.32
O -2.151 -0.374 -0.874 -0.73
H 2.276 0.850 0.194 0.21
H 2.029 -0.779 0.849 0.21
H 2.530 -0.588 -0.844 0.21
H 0.368 0.164 -1.404 0.41
H -2.364 -0.149 1.226 0.19
H -0.367 -0.959 0.010 0.41
H -2.715 0.388 -1.056 0.47

13
Properties=species:S:1:pos:R:3:nbo_charge:R:1 method="wB97M-V/def2-TZVPD" charge=0 lumo_energy_ev=0.94 homo_ev=-8.94
H 0.234 2.023 -0.884 0.41
N 0.512 1.585 -0.047 -0.88
C 1.522 0.885 0.162 0.49
O 1.404 -0.446 0.329 -0.50
C 0.207 -0.958 -0.374 -0.11
C -1.137 -0.814 0.349 -0.09
O -1.783 0.426 0.296 -0.72
H 2.476 1.409 0.077 0.16
H 0.419 -2.024 -0.516 0.20
H 0.152 -0.487 -1.363 0.19
H -0.993 -1.150 1.386 0.16
H -1.834 -1.510 -0.133 0.19
H -1.179 1.060 0.720 0.49

13
Properties=species:S:1:pos:R:3:nbo_charge:R:1 method="wB97M-V/def2-TZVPD" charge=0 lumo_energy_ev=0.53 homo_ev=-9.77
N -1.264 -1.116 -1.079 -0.86
C -0.652 0.114 -1.439 0.69
O -0.593 0.581 -2.544 -0.52
C -0.249 0.908 -0.129 -0.56
C 0.977 0.275 0.530 -0.06
O 0.599 -0.981 1.088 -0.74
H -0.598 -1.662 -0.523 0.40
H -1.649 -0.582 -0.287 0.36
H -1.027 0.971 0.665 0.22
H -0.062 1.925 -0.455 0.24
H 1.752 0.143 -0.235 0.17
H 1.374 0.931 1.317 0.18
H 1.396 -1.440 1.385 0.48

13
Properties=species:S:1:pos:R:3:nbo_charge:R:1 method="wB97M-V/def2-TZVPD" charge=0 lumo_energy_ev=0.90 homo_ev=-9.63
C 2.224 0.090 -0.113 -0.27
O 0.956 -0.521 0.142 -0.51
C -0.053 0.348 0.335 0.77
O 0.070 1.549 0.255 -0.60
C -1.380 -0.351 0.573 -0.32
N -2.216 -0.360 -0.624 -0.80
H 2.888 -0.714 -0.429 0.20
H 2.597 0.557 0.803 0.19
H 2.132 0.854 -0.889 0.20
H -1.904 0.204 1.356 0.21
H -1.224 -1.378 0.918 0.21
H -2.341 0.592 -0.958 0.36
H -1.749 -0.870 -1.368 0.35

13
Properties=species:S:1:pos:R:3:nbo_charge:R:1 method="wB97M-V/def2-TZVPD" charge=0 lumo_energy_ev=0.76 homo_ev=-9.80
C -1.886 -0.058 -0.519 -0.73
C -0.476 -0.332 -0.900 0.67
O -0.155 -0.370 -2.074 -0.59
N 0.573 -0.419 0.030 -0.65
C 0.479 0.023 1.357 0.09
O 1.511 0.981 1.675 -0.73
H -2.346 0.904 -0.758 0.25
H -2.040 -0.157 0.564 0.21
H -2.582 -0.853 -0.782 0.25
H 1.443 -0.783 -0.324 0.42
H 0.757 -0.724 2.123 0.17
H -0.467 0.522 1.554 0.18
H 1.396 1.793 1.191 0.46

13
Properties=species:S:1:pos:R:3:nbo_charge:R:1 method="wB97M-V/def2-TZVPD" charge=0 lumo_energy_ev=0.82 homo_ev=-9.42
O -0.877 -2.911 1.046 -0.50
C -0.699 -2.046 0.238 0.43
C 0.087 -0.768 0.459 -0.34
N -0.451 0.363 -0.287 -0.68
C 0.448 1.353 -0.760 0.09
O 1.095 2.095 0.299 -0.74
H -1.076 -2.133 -0.798 0.10
H 0.143 -0.394 1.489 0.21
H 1.113 -1.080 0.226 0.23
H -1.442 0.488 -0.326 0.39
H -0.084 2.114 -1.330 0.17
H 1.238 0.842 -1.310 0.16
H 0.504 2.075 1.053 0.46

13
Properties=species:S:1:pos:R:3:nbo_charge:R:1 method="wB97M-V/def2-TZVPD" charge=0 lumo_energy_ev=0.76 homo_ev=-9.94
C -0.288 -1.207 -1.384 -0.72
C -0.931 -0.168 -0.539 0.68
O -2.093 0.145 -0.818 -0.59
N -0.286 0.262 0.654 -0.66
C 1.058 -0.059 0.914 0.06
O 2.054 1.077 0.985 -0.74
H -0.898 -1.543 -2.221 0.25
H -0.117 -2.060 -0.729 0.23
H 0.712 -0.899 -1.794 0.23
H -0.760 0.885 1.288 0.41
H 1.513 -0.855 0.269 0.21
H 1.246 -0.334 2.019 0.17
H 1.584 1.792 1.307 0.45

no.,total energy (a.u.)
1,-323.73189
2,-323.62002
3,-323.65754
4,-323.70705
5,-323.74540
6,-323.73352
7,-323.70005
8,-323.72373